Entry 1:
18
Properties=species:S:1:pos:R:3:forces:R:3 method="wB97M-V/def2-TZVPD" homo_lumo_gap_ha=0.26701 total_charge=+1 e_homo_ev=-12.607 mol_weight_g_mol=99.157
C 3.403 -0.412 -0.867 -0.350 -3.060 1.938
C -2.094 0.086 -1.015 -4.851 -0.898 0.043
C -2.070 1.303 -0.161 0.276 3.108 -0.188
C 2.033 -0.319 -0.233 3.956 0.750 -0.382
C -1.326 -0.625 1.204 -1.779 1.820 -0.090
N 2.964 0.143 0.480 -0.957 -0.846 -1.014
N -1.173 0.193 0.017 1.496 -0.410 0.963
H 3.913 -1.455 -0.891 -1.018 1.898 0.303
H 3.821 0.276 -1.521 0.186 1.456 -1.145
H -3.065 -0.561 -0.781 2.172 1.147 -0.649
H -1.893 0.180 -2.049 0.760 -0.259 -0.801
H -1.505 2.245 -0.522 -1.117 -1.633 0.373
H -2.918 1.622 0.525 1.170 -1.174 -0.659
H 1.042 -0.585 -0.143 -2.476 -0.240 -0.011
H -1.334 0.135 1.976 0.848 -0.605 0.897
H -2.254 -1.166 1.348 -0.769 0.107 -0.539
H -0.628 -1.384 1.169 2.016 -1.356 0.678
H 3.083 0.325 1.466 0.435 0.196 0.284


Entry 2:
86
Properties=species:S:1:pos:R:3:forces:R:3 method="wB97M-V/def2-TZVPD" homo_lumo_gap_ha="0.20167 / 0.20161" e_homo_ev="-6.694 / -6.694" mol_weight_g_mol=657.780
Li 0.191 -1.102 0.142 -0.305 -0.900 -0.685
C -2.050 -6.289 -2.671 -1.028 -0.069 -0.994
S -2.335 -6.028 -0.920 -0.382 -1.020 0.687
C -1.409 -4.556 -0.540 1.600 0.392 0.795
S -2.191 -3.083 -0.657 -0.272 0.551 -0.267
N -0.182 -4.776 -0.011 -0.661 -0.095 -0.967
N 0.512 -3.643 0.237 1.667 0.019 1.735
C 1.621 -3.810 0.966 -2.798 -1.783 -1.987
C 2.321 -2.644 1.438 1.758 0.292 -0.768
C 3.605 -2.733 2.042 -0.388 0.192 0.456
C 4.082 -1.561 2.643 0.252 -0.431 -0.228
C 3.319 -0.394 2.612 1.868 0.010 0.982
C 2.112 -0.438 2.016 -0.077 0.787 -1.996
N 1.766 -1.444 1.208 -1.456 -0.484 2.189
H -2.561 -7.238 -3.026 0.584 0.914 0.879
H -0.971 -6.410 -2.834 -0.405 0.433 -0.418
H -2.611 -5.474 -3.215 1.265 -0.627 0.220
H 1.848 -4.892 1.219 0.232 1.488 0.013
H 4.163 -3.693 1.982 -0.504 0.864 0.436
H 5.020 -1.494 3.188 0.118 -0.362 -0.424
H 3.784 0.559 2.898 -0.580 -0.518 0.516
H 1.494 0.451 2.026 -0.225 -0.005 -0.431
C 1.394 -2.499 -3.860 -2.176 1.932 1.507
C 0.630 -1.960 -2.775 2.445 -0.334 -0.540
N 1.166 -1.135 -1.828 -1.906 -0.742 -0.088
C 2.386 -0.731 -1.917 2.326 -0.168 -2.539
C 3.258 -1.227 -2.986 -1.136 1.672 1.122
C 2.726 -2.148 -3.869 0.236 -0.483 -0.785
C 4.690 -0.995 -3.054 -1.303 0.144 0.672
C 5.398 -0.372 -2.089 1.697 0.192 1.454
C 5.294 1.016 -1.735 -1.806 2.048 -0.284
C 5.339 2.068 -2.722 -0.467 -0.347 2.469
C 5.293 3.388 -2.210 1.432 -1.907 -0.107
N 5.449 3.624 -0.917 -1.399 -0.096 1.202
C 5.254 2.592 -0.066 0.787 -0.143 -2.297
N 5.157 1.317 -0.445 0.214 0.671 1.425
H 0.822 -2.887 -4.714 0.699 -0.644 0.594
H -0.341 -2.303 -2.547 -1.215 -0.144 -0.052
H 2.761 0.049 -1.262 -0.076 -0.264 0.347
H 3.382 -2.665 -4.561 0.088 0.363 -0.229
H 5.083 -1.467 -3.896 1.392 -2.207 -0.476
H 6.105 -0.821 -1.324 0.326 -0.022 -2.103
H 5.474 1.770 -3.727 -0.144 0.168 -0.981
H 5.348 4.267 -2.811 -0.111 0.332 -0.733
H 5.242 2.840 0.971 -0.047 -0.062 0.614
O -0.668 0.332 0.715 -1.434 1.643 -0.016
P -1.881 1.208 1.000 0.451 -0.563 -0.469
N -1.557 2.836 1.354 -0.845 -0.466 -1.579
C -1.095 3.757 0.236 -0.218 -0.331 0.452
C -1.035 5.126 0.890 -0.573 0.196 0.328
C -0.685 4.852 2.350 1.709 -1.145 0.244
C -1.170 3.367 2.638 -0.616 0.525 1.461
N -2.624 0.415 2.288 -0.987 2.394 -0.823
C -2.279 -0.894 2.783 -0.882 -0.886 0.807
C -3.389 -1.245 3.888 1.518 0.701 -0.165
C -4.471 -0.150 3.746 0.427 -0.864 -1.933
C -3.849 0.968 2.925 1.632 0.956 0.678
N -2.836 1.409 -0.399 1.158 -0.329 0.391
C -2.551 0.497 -1.536 -0.885 -1.804 1.639
C -3.609 0.795 -2.600 1.182 1.694 -0.777
C -4.755 1.566 -1.873 0.295 -1.110 -0.374
C -4.071 2.147 -0.604 -0.928 0.722 0.764
H -1.801 3.772 -0.618 0.573 -0.387 0.485
H -0.075 3.509 -0.077 -0.224 -0.406 -0.229
H -2.022 5.577 0.814 -0.080 0.186 0.059
H -0.314 5.796 0.409 -0.163 -0.200 0.051
H -1.002 5.604 3.070 -0.413 -0.156 -0.077
H 0.443 4.850 2.444 -1.066 -0.060 -0.094
H -2.063 3.328 3.381 1.530 0.113 -1.135
H -0.341 2.755 3.036 -0.303 0.410 0.276
H -1.329 -0.808 3.288 0.543 -0.589 -0.177
H -2.329 -1.672 1.990 0.497 0.542 0.452
H -2.908 -1.246 4.905 -0.534 0.113 -0.930
H -3.679 -2.266 3.665 -0.558 0.046 0.225
H -4.854 0.236 4.640 -0.416 0.339 1.491
H -5.317 -0.483 3.158 -0.245 -0.558 0.055
H -3.568 1.816 3.612 -0.220 -0.566 -0.629
H -4.477 1.370 2.149 -0.545 0.098 -0.026
H -2.783 -0.544 -1.143 0.746 0.926 -0.711
H -1.479 0.582 -1.753 -0.449 -0.193 -0.595
H -3.852 -0.097 -3.177 -0.448 -0.033 0.392
H -3.168 1.475 -3.359 -0.141 -0.167 0.340
H -5.540 0.825 -1.680 0.098 0.261 0.565
H -5.233 2.312 -2.530 0.447 -0.089 0.419
H -4.703 2.043 0.309 0.125 0.168 -0.831
H -3.916 3.251 -0.734 0.123 -0.736 0.061


Entry 3:
77
Properties=species:S:1:pos:R:3:forces:R:3 method="wB97M-V/def2-TZVPD" homo_lumo_gap_ha=0.14499 total_charge=-2 e_homo_ev=0.079 mol_weight_g_mol=1007.015
Tl 1.097 1.609 0.209 0.229 0.046 -0.374
Br -5.517 -0.258 2.456 0.002 -0.023 0.019
C -4.029 0.892 2.086 -0.267 -0.327 0.156
C -4.274 2.123 1.502 0.142 0.107 -0.139
C -3.202 2.936 1.200 -0.437 0.027 0.001
C -1.877 2.569 1.510 0.676 0.099 0.104
O -0.872 3.313 1.167 -0.421 0.117 0.428
C -1.674 1.326 2.192 -0.507 0.279 -0.266
C -0.341 0.927 2.590 0.619 -0.244 0.430
N -0.072 -0.340 2.709 -1.126 0.798 -0.316
C 1.123 -0.922 2.955 0.654 -0.835 0.307
C 1.074 -2.280 3.315 -0.247 0.746 -0.136
C 2.212 -3.042 3.484 0.780 -0.113 0.071
C 3.464 -2.486 3.325 -0.194 -0.382 0.134
C 3.591 -1.125 3.011 -0.170 0.054 -0.098
C 4.848 -0.496 2.887 0.056 0.482 -0.092
C 4.914 0.843 2.583 0.443 -0.735 0.143
C 3.724 1.535 2.384 -0.940 0.134 -0.052
N 2.527 0.981 2.486 0.546 0.451 0.396
C 2.423 -0.324 2.806 0.254 -0.412 0.126
C -2.760 0.485 2.424 0.005 0.067 -0.004
H -5.286 2.435 1.276 0.012 -0.053 -0.046
H -3.377 3.881 0.701 0.058 0.026 0.002
H 0.331 1.733 2.902 -0.003 -0.263 -0.238
H 0.102 -2.731 3.433 -0.145 0.032 -0.081
H 2.120 -4.092 3.736 -0.022 -0.033 -0.022
H 4.357 -3.090 3.436 0.066 -0.012 0.024
H 5.750 -1.081 3.045 -0.045 0.010 -0.029
H 5.863 1.353 2.484 -0.011 0.032 -0.034
H 3.727 2.590 2.142 0.095 0.065 -0.138
H -2.575 -0.468 2.899 -0.025 -0.063 0.024
I 4.851 3.577 -0.734 -0.026 -0.013 -0.003
C 3.499 1.887 -0.965 -0.516 -0.265 0.329
H 4.122 1.018 -0.748 0.210 -0.034 -0.065
H 3.252 1.880 -2.027 0.131 0.076 -0.096
N -1.206 4.681 -0.978 0.095 0.253 0.225
C -0.424 4.582 -2.043 -0.177 -0.109 -0.406
N -0.424 5.639 -2.931 -0.124 0.391 0.080
S 0.453 3.230 -2.456 0.334 -0.287 -0.188
H -1.638 5.576 -0.806 -0.040 0.022 -0.027
H -1.073 4.049 -0.104 -0.040 0.081 -0.152
H -0.589 6.557 -2.544 0.032 -0.017 -0.024
H 0.315 5.593 -3.616 -0.043 -0.058 0.108
C 2.352 -0.957 -4.686 0.142 -0.040 -0.166
C 2.875 -1.296 -3.447 0.238 -0.064 -0.130
C 2.057 -1.317 -2.337 -0.077 -0.010 0.068
C 0.696 -1.017 -2.424 -0.418 -0.030 0.287
C 0.194 -0.671 -3.676 -0.105 -0.013 0.040
C 1.008 -0.642 -4.793 0.092 0.041 -0.302
Si -0.313 -0.895 -0.803 0.203 0.193 0.083
C -0.470 -2.688 -0.180 0.144 0.298 -0.185
C -1.295 -2.965 0.912 -0.017 0.059 -0.046
C -1.436 -4.245 1.409 -0.085 -0.182 0.140
C -0.714 -5.289 0.852 0.006 -0.201 0.096
C 0.149 -5.029 -0.200 0.080 -0.300 0.020
C 0.262 -3.750 -0.709 0.035 0.040 -0.115
C -2.104 -0.427 -1.307 0.313 -0.205 0.165
C -2.362 0.854 -1.796 0.191 0.033 -0.005
C -3.642 1.269 -2.108 -0.198 0.116 -0.108
C -4.717 0.415 -1.914 -0.130 0.110 -0.082
C -4.489 -0.852 -1.406 -0.271 -0.054 -0.025
C -3.202 -1.264 -1.115 0.061 -0.136 -0.021
H 2.995 -0.928 -5.559 -0.010 0.022 -0.003
H 3.930 -1.523 -3.347 0.038 -0.001 0.004
H 2.478 -1.554 -1.368 0.105 0.007 0.136
H -0.850 -0.405 -3.774 -0.117 0.002 -0.022
H 0.597 -0.369 -5.758 -0.033 0.039 -0.035
H -1.830 -2.150 1.372 -0.129 0.153 0.136
H -2.105 -4.437 2.239 -0.034 0.028 0.061
H -0.814 -6.294 1.245 0.003 -0.035 0.008
H 0.730 -5.838 -0.629 0.025 -0.016 -0.036
H 0.927 -3.569 -1.542 0.040 -0.022 -0.085
H -1.537 1.540 -1.933 0.073 0.128 -0.019
H -3.803 2.271 -2.490 0.009 0.043 0.000
H -5.725 0.738 -2.151 -0.014 0.016 0.033
H -5.323 -1.521 -1.234 -0.029 -0.041 0.016
H -3.045 -2.261 -0.728 -0.044 -0.095 0.012


Entry 4:
30
Properties=species:S:1:pos:R:3:forces:R:3 method="wB97M-V/def2-TZVPD" homo_lumo_gap_ha=0.36389 e_homo_ev=-8.949 mol_weight_g_mol=184.282
C 0.787 2.103 -2.000 -0.336 0.415 0.916
C -0.188 2.689 -0.994 -0.159 0.124 -0.694
C -1.112 1.915 -0.302 0.201 0.203 0.007
C -2.088 2.524 0.482 0.082 -0.265 -0.003
C -2.173 3.903 0.577 0.452 -0.404 0.204
C -1.203 4.678 -0.059 -0.817 -0.216 0.545
C -0.244 4.073 -0.848 -0.078 0.605 0.347
H 0.627 1.034 -2.104 0.237 -0.077 -0.058
H 1.790 2.344 -1.649 0.220 -0.327 -0.212
H 0.637 2.602 -2.951 0.036 -0.078 -0.251
H -1.043 0.835 -0.360 -0.119 -0.016 -0.039
H -2.760 1.893 1.045 -0.207 -0.006 -0.002
H -2.924 4.331 1.227 -0.013 0.200 -0.107
H -1.250 5.742 0.128 0.276 0.113 -0.350
H 0.461 4.750 -1.313 0.240 -0.311 -0.289
C 1.667 -4.929 -0.080 -0.350 0.190 0.261
C 0.983 -3.626 0.243 -0.371 0.088 -0.261
C 1.681 -2.414 0.241 0.245 0.098 -0.245
C 1.208 -1.296 0.890 -1.387 0.543 -0.022
C -0.061 -1.321 1.486 0.225 -0.968 -0.381
C -0.847 -2.443 1.273 0.035 0.250 0.077
C -0.351 -3.572 0.617 -0.198 0.197 0.964
H 2.734 -4.764 -0.107 0.306 -0.108 -0.451
H 1.280 -5.440 -0.956 0.156 0.124 -0.290
H 1.501 -5.609 0.751 -0.066 -0.130 0.181
H 2.567 -2.303 -0.370 0.437 -0.309 0.331
H 1.673 -0.329 0.819 0.652 0.035 0.100
H -0.468 -0.529 2.085 0.106 0.497 -0.030
H -1.854 -2.428 1.667 -0.089 -0.202 -0.089
H -1.028 -4.416 0.563 0.284 -0.264 -0.159


Entry 5:
13
Properties=species:S:1:pos:R:3:forces:R:3 method="wB97M-V/def2-TZVPD" homo_lumo_gap_ha=0.37626 e_homo_ev=-9.338 mol_weight_g_mol=85.106
C -0.279 -1.709 -0.436 -0.053 -0.154 -0.012
N 0.209 -0.354 -0.365 0.002 0.170 -0.197
C 1.219 0.233 0.446 0.302 -0.027 -0.022
C -0.215 0.674 0.539 -0.265 0.132 -0.019
C -0.752 1.850 -0.215 -0.147 0.347 0.271
O -1.487 2.682 0.256 0.261 -0.260 -0.173
H 0.268 -2.449 0.154 0.134 0.173 0.098
H -0.217 -1.969 -1.488 0.003 -0.460 -0.059
H -1.331 -1.763 -0.156 -0.015 0.111 0.087
H 1.594 -0.287 1.331 -0.124 -0.007 -0.154
H 1.967 0.827 -0.080 -0.140 -0.033 0.127
H -0.716 0.452 1.485 0.013 -0.067 -0.239
H -0.461 1.852 -1.292 0.029 0.076 0.292


Entry 6:
12
Properties=species:S:1:pos:R:3:forces:R:3 method="wB97M-V/def2-TZVPD" homo_lumo_gap_ha="0.10246 / 0.10248" total_charge=+1 e_homo_ev="-9.449 / -9.450" mol_weight_g_mol=220.235
H -3.513 2.378 -0.874 -0.050 -0.602 0.054
C 1.176 0.459 1.138 0.335 0.299 -0.267
C 0.305 0.339 -0.077 -0.173 -0.165 -0.354
O -0.368 1.558 -0.285 1.017 -0.114 0.910
C -1.715 1.518 -0.275 -0.663 1.162 -0.085
O -2.224 2.640 -0.042 0.047 -1.947 -1.268
O 2.094 -0.302 1.363 0.542 -0.692 0.143
Mg -3.280 0.412 -1.661 -0.292 1.229 0.624
H 0.996 1.328 1.801 -0.114 -0.261 -0.070
H -0.377 -0.514 0.083 -0.076 0.285 -0.002
H 0.921 0.082 -0.952 -0.010 0.169 0.236
Ag 3.855 -2.268 1.112 -0.563 0.637 0.079